(1)
Molecular formula: C19H41Cl10N3O3
Method: DFT, ωB97M-V/def2-TZVPD

XYZ file:
```
76
C19H41Cl10N3O3, DFT ωB97M-V/def2-TZVPD
C 1.51022 0.47654 -2.64716
N 1.09211 -0.32387 -3.80279
C 1.38548 0.03382 -5.06794
C 0.92317 -0.96423 -6.13966
O 1.88199 1.10325 -5.35567
H 2.58609 0.61077 -2.60340
H 1.22100 -0.09440 -1.76289
H 0.87758 1.36147 -2.62382
H 0.85606 -1.28033 -3.60493
H 1.67586 -1.73846 -6.27092
H 0.77125 -0.44623 -7.08054
H -0.04186 -1.34001 -5.79673
C -1.89709 -0.91257 3.63960
N -3.14551 -0.52135 2.98910
C -3.43433 -0.60927 1.66691
C -4.75937 0.06641 1.35597
O -2.72344 -1.15533 0.84403
H -1.48869 -0.11556 4.26544
H -1.17090 -1.24663 2.90784
H -2.09617 -1.70921 4.36011
H -3.92247 -0.27669 3.57572
H -5.51861 -0.34320 2.03404
H -5.19652 -0.08696 0.37449
H -4.72448 1.13766 1.55367
C 0.39935 -2.47842 -0.19035
N -0.08074 -1.11550 -0.00808
C 0.54836 -0.16556 0.67302
C -0.16585 1.15519 0.80340
O 1.67643 -0.32754 1.12952
H -0.35532 -3.00900 -0.76173
H 0.54110 -2.96957 0.77434
H 1.37881 -2.44271 -0.66770
H -1.05667 -0.98897 -0.21742
H -0.61117 1.27393 1.79117
H -1.01105 1.19677 0.11055
H 0.47309 1.98945 0.53301
Cl -3.16276 -1.55837 -4.27014
C -2.67115 -1.17694 -2.62766
C -3.29800 0.07244 -2.08509
Cl -5.07702 -0.08959 -1.98339
H -1.59009 -1.01761 -2.67675
H -2.82387 -1.99234 -1.91808
H -3.08394 0.92718 -2.72478
H -2.92096 0.28566 -1.08540
Cl -2.21187 3.28248 -1.40073
C -1.66978 4.96712 -1.27120
C -0.62312 5.30403 -2.31160
Cl 0.86576 4.35951 -2.17364
H -1.24331 5.07947 -0.27191
H -2.54895 5.60689 -1.28351
H -0.40420 6.36939 -2.22983
H -0.99474 5.15389 -3.32344
Cl 1.13779 -4.18213 5.30939
C 1.12890 -4.11549 3.48612
C 0.03731 -4.97906 2.88996
Cl -1.59837 -4.39126 3.18890
H 2.10160 -4.53862 3.26613
H 1.05384 -3.06375 3.23523
H 0.09743 -5.95763 3.37112
H 0.14304 -5.15904 1.82164
Cl 5.47958 -1.87304 -1.00124
C 4.56497 -0.86216 0.15119
C 4.45995 -1.47637 1.52551
Cl 3.78046 -3.12680 1.51311
H 3.57369 -0.76189 -0.27597
H 5.05909 0.10159 0.23360
H 3.88963 -0.88316 2.23264
H 5.44552 -1.55860 1.99078
Cl 3.84373 4.57046 2.23934
C 2.76652 3.16198 2.25403
C 1.39813 3.48020 2.84671
Cl 0.46445 4.55293 1.74840
H 3.24088 2.40307 2.87063
H 2.62142 2.80051 1.23986
H 1.50208 4.00302 3.79133
H 0.86867 2.53828 2.92855
```

Summary:
gap between HOMO and LUMO = 0.3570 Ha
SMILES string = CNC(C)=O.CNC(C)=O.CNC(C)=O.ClCCCl.ClCCCl.ClCCCl.ClCCCl.ClCCCl

Mulliken atomic charge list, values in e, 8 entries: -0.120, -0.139, 0.642, -0.967, -0.637, 0.437, -0.425, 0.135

(2)
Molecular formula: C37H33N8O4PtSSi
Method: DFT, ωB97M-V/def2-TZVPD

XYZ file:
```
85
C37H33N8O4PtSSi, DFT ωB97M-V/def2-TZVPD
Pt -0.70119 0.97098 -0.60435
N 2.73095 1.26586 6.70411
C 1.80491 1.47442 5.67813
C 0.57177 0.82028 5.70126
C -0.35820 1.04162 4.70541
C -0.06654 1.93524 3.68137
C 1.15551 2.58740 3.64241
C 2.08675 2.35918 4.64077
S -1.28981 2.29477 2.46792
O -0.83476 3.46370 1.76875
O -2.56137 2.32057 3.13515
N -1.27878 1.05447 1.39890
C -2.13952 -0.01639 1.51828
N -2.42360 -0.53486 0.30554
C -3.18229 -1.61957 0.24855
C -3.68957 -2.19578 1.40140
C -3.33486 -1.59064 2.59522
N -2.55505 -0.51645 2.67714
H 2.63738 0.38132 7.17716
H 3.68733 1.45578 6.45063
H 0.35136 0.12762 6.50576
H -1.31536 0.53694 4.71027
H 1.36930 3.26083 2.82451
H 3.04588 2.86365 4.61249
H -3.37573 -2.03394 -0.73441
H -4.30143 -3.08392 1.36295
H -3.67224 -2.00013 3.54225
C 0.44037 1.10055 -4.72896
C 0.43206 1.27283 -3.35849
N -0.46946 0.61915 -2.60412
C -1.33686 -0.22464 -3.16198
C -1.39592 -0.47332 -4.54968
C -0.46755 0.25161 -5.32423
C -2.41109 -1.27379 -5.15285
C -3.26308 -2.22948 -4.60762
C -3.13584 -3.08019 -3.48877
C -4.24037 -3.88650 -3.07841
C -4.07226 -4.76657 -2.05394
N -2.89417 -4.93546 -1.40383
C -1.92022 -4.14958 -1.85495
N -1.95134 -3.23637 -2.81307
H 1.16615 1.64410 -5.31885
H 1.12418 1.91572 -2.84065
H -2.03371 -0.70096 -2.49070
H -0.47761 0.13145 -6.40140
H -2.61097 -1.01320 -6.18903
H -4.15352 -2.43436 -5.19661
H -5.19494 -3.79486 -3.58191
H -4.89729 -5.38781 -1.71743
H -0.96006 -4.27224 -1.36059
O -1.76478 3.98109 -1.93855
C -0.71819 4.04445 -1.32937
C -0.00981 5.33435 -0.93280
C 1.28717 4.86319 -0.28785
C 1.13755 3.35086 -0.22776
O 1.94542 2.59964 0.29537
N -0.00341 2.96817 -0.86784
H -0.66322 5.85352 -0.23150
H 0.11770 5.96808 -1.80970
H 1.44804 5.24146 0.72062
H 2.17524 5.09878 -0.87750
C 2.22085 -1.92066 4.00523
C 2.85848 -0.89098 3.32628
C 2.39951 -0.48644 2.08138
C 1.30503 -1.11576 1.48517
C 0.65757 -2.12920 2.19736
C 1.10782 -2.53043 3.44692
Si 0.74466 -0.82821 -0.27459
C 2.16514 -0.69881 -1.48408
C 2.15075 -1.57169 -2.57652
C 3.13313 -1.50690 -3.55491
C 4.14962 -0.56792 -3.45448
C 4.17628 0.30892 -2.37735
C 3.19045 0.24754 -1.40212
H 2.58731 -2.24284 4.97271
H 3.71618 -0.39847 3.76859
H 2.89618 0.33100 1.57501
H -0.19480 -2.63595 1.75541
H 0.59602 -3.32447 3.97692
H 0.04709 -2.08613 -0.61446
H 1.34285 -2.29006 -2.68048
H 3.09485 -2.18146 -4.40137
H 4.91658 -0.51402 -4.21792
H 4.96057 1.05280 -2.30313
H 3.18877 0.97750 -0.60217
```

Summary:
<S²> = 2.036
multiplicity = 3
gap between HOMO and LUMO (spin up / spin down) = 0.1836 / 0.2470 Ha
energy relative to the best compared isomer or geometry (same formula, charge and spin) = 0.0 kJ/mol
net charge = -1

Mulliken atomic charge list, values in e, 8 entries: 2.541, -0.611, 0.864, -0.731, -0.407, -0.288, 0.057, -0.863

(3)
Molecular formula: C4H12CsO2
Method: DFT, ωB97M-V/def2-TZVPD

XYZ file:
```
19
C4H12CsO2, DFT ωB97M-V/def2-TZVPD
Cs 2.27995 0.73310 -1.69313
C -1.66231 -0.97046 -0.57417
C -1.36524 -1.41460 -1.98737
O -0.13285 -0.80938 -2.42700
H -2.24680 -0.04933 -0.53255
H -0.74094 -0.78250 -0.02103
H -2.23275 -1.73363 -0.04750
H -2.16703 -1.12176 -2.66614
H -1.26638 -2.50240 -2.01505
H 0.11330 -1.24266 -3.25148
C 1.65305 0.38979 1.66087
C 0.48467 1.34195 1.98219
O 0.30506 2.41315 1.06503
H 2.42818 0.93189 1.11604
H 1.28396 -0.46163 1.08315
H 2.05523 0.01578 2.59908
H 0.52525 1.70335 3.01296
H -0.45315 0.78120 1.93685
H 1.13881 2.77814 0.75926
```

Summary:
gap between HOMO and LUMO = 0.3765 Ha
energy relative to the best compared isomer or geometry (same formula, charge and spin) = 65.8 kJ/mol
net charge = +1

Mulliken atomic charge list, values in e, 8 entries: 1.038, -0.661, -0.300, -0.519, 0.296, -0.066, 0.368, 0.276

(4)
Molecular formula: BaH18O9
Method: DFT, ωB97M-V/def2-TZVPD

XYZ file:
```
28
BaH18O9, DFT ωB97M-V/def2-TZVPD
Ba -10.73300 -19.64000 -22.64300
O -12.44800 -17.31500 -22.93900
H -13.01100 -17.38200 -22.18600
H -13.11300 -17.42900 -23.68400
O -9.65600 -17.17400 -22.16600
H -8.85100 -16.70800 -22.44300
H -9.81500 -16.90700 -21.23700
O -12.01600 -18.90400 -20.29000
H -11.56200 -19.17900 -19.49700
H -12.34900 -18.00000 -20.18800
O -12.00600 -21.70500 -21.19500
H -12.75500 -21.33900 -20.73800
H -11.51600 -22.22300 -20.54500
O -9.47800 -22.25800 -22.50200
H -8.91600 -22.21000 -21.74600
H -8.87300 -22.67200 -23.12700
O -10.32200 -18.16400 -25.14600
H -10.11200 -18.31500 -26.05200
H -9.74700 -17.40000 -24.88400
O -10.75600 -20.99700 -25.10700
H -11.37000 -20.50200 -25.64600
H -9.95300 -21.11100 -25.59600
O -8.23300 -19.50800 -23.74400
H -7.67200 -18.91700 -24.28100
H -7.53600 -19.62300 -23.09500
O -8.84900 -19.72600 -20.48800
H -8.21700 -19.07200 -20.15900
H -8.98600 -20.50600 -19.95900
```

Summary:
gap between HOMO and LUMO = 0.4375 Ha
energy relative to the best compared isomer or geometry (same formula, charge and spin) = 128.1 kJ/mol
net charge = +2

Mulliken atomic charge list, values in e, 8 entries: 1.525, -0.576, 0.285, 0.347, -0.486, 0.263, 0.263, -0.484

For each record above, in turn, the calculated calculated total energy values are -156207.78799 -80978.08949 -8979.72568 -19402.94390 eV.